Version a
Computed, not measured: a cluster of 12 separate species, H24O12 in total, with ωB97M-V with the def2-TZVPD basis set.

XYZ file:
```
36
Properties=species:S:1:pos:R:3:lowdin_charge:R:1
O 0.613 -1.800 2.084 -0.061
H 0.770 -0.946 2.446 0.001
H 1.222 -2.499 1.835 -0.005
O -4.253 1.607 1.144 -0.047
H -3.628 1.445 0.411 0.025
H -4.405 0.759 1.549 0.032
O -2.465 -2.620 0.457 -0.033
H -2.065 -1.809 0.731 0.009
H -3.360 -2.888 0.578 0.023
O 4.117 -1.341 -1.603 -0.046
H 4.046 -2.253 -1.354 0.021
H 4.541 -0.754 -0.985 0.025
O -2.870 -0.011 -3.066 -0.036
H -3.283 0.146 -2.224 0.021
H -2.017 0.370 -3.253 0.017
O 3.424 -0.755 2.507 -0.095
H 2.906 -0.179 1.877 0.046
H 3.747 -0.013 3.096 0.064
O 1.999 -3.538 0.501 -0.069
H 1.527 -3.028 -0.178 -0.023
H 1.468 -4.346 0.446 0.067
O -2.130 3.741 2.500 -0.094
H -1.251 3.318 2.414 0.022
H -2.664 2.978 2.115 0.032
O 1.082 3.636 -0.823 -0.011
H 1.880 4.144 -0.858 0.060
H 0.693 3.473 0.023 0.034
O 0.407 -2.375 -1.220 -0.046
H -0.469 -2.018 -1.393 0.052
H 0.804 -1.549 -0.876 0.059
O 0.768 1.169 -2.015 -0.071
H 0.883 0.903 -2.936 0.064
H 0.758 2.118 -1.868 -0.010
O -1.218 1.477 -0.529 -0.052
H -0.406 1.715 -0.082 0.012
H -1.171 1.723 -1.450 0.016
```

The gap between HOMO and LUMO is 10.24 eV. Its SMILES is O.O.O.O.O.O.O.O.O.O.O.O. For the highest occupied orbital energy, the calculation gives -10.864 eV.

Version b
Computed, not measured: a cluster of 12 separate species, H24O12 in total, with ωB97M-V with the def2-TZVPD basis set.

XYZ file:
```
36
Properties=species:S:1:pos:R:3:lowdin_charge:R:1
O -2.539 -1.282 1.519 -0.036
H -2.001 -1.250 2.306 0.055
H -2.996 -2.170 1.528 0.106
O 0.248 -3.913 1.995 -0.084
H 0.984 -3.523 2.564 0.076
H 0.169 -3.195 1.349 -0.026
O 1.677 -0.438 1.982 -0.032
H 1.599 0.205 2.686 0.034
H 0.957 -0.343 1.383 -0.049
O -0.656 -2.185 -0.179 -0.063
H -0.983 -2.445 -1.042 0.100
H -1.376 -2.085 0.483 0.033
O 0.554 3.041 1.136 -0.038
H -0.195 2.600 1.494 -0.043
H 1.261 3.042 1.798 0.074
O -2.277 1.380 -1.315 -0.046
H -1.970 2.279 -1.310 0.030
H -1.472 0.982 -1.652 -0.011
O 1.670 -3.401 -1.280 -0.032
H 1.790 -2.952 -2.106 0.017
H 1.025 -2.868 -0.803 -0.017
O 0.039 0.289 -0.087 -0.095
H -0.140 -0.668 -0.131 -0.010
H -0.568 0.681 0.589 0.031
O 2.470 0.342 -1.616 -0.015
H 2.105 0.117 -0.767 0.009
H 2.529 -0.459 -2.108 0.019
O 1.076 3.468 -1.476 -0.082
H 1.039 2.801 -2.174 -0.007
H 0.907 3.062 -0.600 -0.017
O -1.676 1.850 1.662 -0.011
H -2.352 2.314 1.206 0.064
H -1.970 1.749 2.569 0.086
O 0.017 1.204 -3.255 -0.029
H 0.480 1.035 -2.466 -0.047
H 0.573 0.736 -3.882 0.056
```

The gap between HOMO and LUMO is 9.51 eV. Its SMILES is O.O.O.O.O.O.O.O.O.O.O.O. For the highest occupied orbital energy, the calculation gives -10.024 eV.

Version c
Computed, not measured: a structure of composition H24O12, with ωB97M-V with the def2-TZVPD basis set.

XYZ file:
```
36
Properties=species:S:1:pos:R:3:lowdin_charge:R:1
O -1.291 -1.368 -0.491 0.028
H -1.126 -0.825 0.281 -0.173
H -2.208 -1.201 -0.709 0.130
O 0.547 -1.888 0.091 0.202
H -0.309 -1.463 0.036 -0.108
H 0.367 -2.811 -0.088 0.221
O -1.211 -0.499 1.319 0.019
H -1.347 0.085 2.065 0.128
H -0.261 -0.523 1.203 -0.238
O -2.402 0.696 -0.546 -0.057
H -1.643 0.257 -0.161 -0.011
H -2.487 0.309 -1.417 0.082
O 1.935 -1.784 -1.085 0.085
H 1.695 -2.030 -1.978 0.124
H 1.100 -1.606 -0.652 -0.282
O -0.332 1.967 0.625 0.240
H -1.120 2.217 0.142 0.140
H -0.451 2.351 1.493 0.163
O 0.639 -0.645 1.604 0.134
H 1.319 -0.884 2.234 0.167
H 0.872 -1.123 0.808 -0.131
O 2.742 -0.048 -0.229 -0.027
H 2.316 -0.759 -0.707 -0.162
H 3.152 -0.475 0.523 0.108
O 2.506 1.806 -0.754 -0.086
H 2.592 1.153 -0.060 -0.127
H 2.365 1.294 -1.550 0.036
O -0.316 1.047 -2.234 -0.026
H -0.099 0.646 -1.392 -0.344
H -1.038 0.518 -2.573 0.006
O -2.623 1.574 1.426 -0.041
H -2.599 1.068 2.238 0.054
H -1.849 1.287 0.941 -0.034
O -0.029 0.425 -0.432 -0.019
H 0.842 0.126 -0.172 0.095
H -0.247 1.107 0.203 -0.298
```

The gap between HOMO and LUMO is 8.23 eV. For the highest occupied orbital energy, the calculation gives -8.565 eV.

Version d
Computed, not measured: a cluster of 12 separate species, H24O12 in total, with ωB97M-V with the def2-TZVPD basis set.

XYZ file:
```
36
Properties=species:S:1:pos:R:3:lowdin_charge:R:1
O -2.164 -2.907 -0.109 -0.034
H -2.479 -3.761 -0.420 0.077
H -1.448 -3.119 0.499 0.068
O 2.981 1.262 0.526 -0.065
H 2.404 0.493 0.549 -0.005
H 2.765 1.747 1.334 -0.011
O 0.017 0.180 -0.014 -0.036
H -0.210 -0.732 0.181 0.019
H -0.659 0.698 0.434 0.002
O 1.777 -1.708 2.471 -0.066
H 0.886 -1.828 2.807 0.021
H 1.721 -1.924 1.527 -0.029
O -1.058 2.277 1.894 -0.043
H -1.924 2.479 1.523 0.079
H -1.033 2.761 2.725 0.068
O 1.723 2.243 2.782 -0.034
H 0.868 2.264 2.338 0.004
H 1.623 2.793 3.563 0.056
O -2.033 2.047 -2.595 -0.057
H -2.687 1.350 -2.669 0.009
H -1.428 1.748 -1.907 -0.006
O 2.179 -0.715 -1.997 -0.046
H 1.848 0.179 -1.872 0.045
H 1.417 -1.214 -2.315 0.013
O -0.534 -2.166 -2.556 -0.040
H -1.284 -1.667 -2.890 0.046
H -0.777 -2.410 -1.655 -0.005
O -3.045 -0.250 -0.253 -0.056
H -3.750 -0.049 -0.874 0.037
H -2.773 -1.153 -0.471 -0.013
O 1.792 -2.706 -0.150 -0.059
H 2.464 -3.391 -0.089 0.064
H 2.081 -2.134 -0.884 0.012
O 0.047 3.281 -0.767 -0.041
H 0.966 2.995 -0.772 0.039
H -0.273 3.037 0.107 -0.012
```

The gap between HOMO and LUMO is 9.97 eV. Its SMILES is O.O.O.O.O.O.O.O.O.O.O.O. For the highest occupied orbital energy, the calculation gives -10.291 eV.

The winner here is version d, beating the second structure by 0.724 eV.

Version a
Computed, not measured: a structure of composition C27H38ClFeN4OP2Se, with ωB97M-V with the def2-TZVPD basis set.

XYZ file:
```
75
Properties=species:S:1:pos:R:3:lowdin_charge:R:1
Fe 2.704 -0.914 -1.179 0.504
C -0.302 -1.767 -2.810 -0.223
P 0.653 -0.248 -2.409 0.874
C -0.624 0.879 -1.719 -0.226
C 1.115 0.597 -3.974 -0.381
C 0.146 0.943 -4.904 -0.081
C 0.483 1.550 -6.107 -0.046
C 1.833 1.775 -6.392 -0.046
C 2.831 1.360 -5.505 -0.064
C 2.459 0.774 -4.273 -0.375
P 3.776 0.306 -3.092 0.850
C 4.455 1.941 -2.698 -0.255
C 5.119 -0.484 -4.049 -0.235
H -0.927 -1.665 -3.718 0.062
H -1.009 -1.923 -2.001 0.028
H 0.366 -2.593 -2.925 0.023
H -1.528 0.866 -2.300 0.032
H -0.173 1.884 -1.779 0.064
H -0.884 0.656 -0.697 0.015
H -0.908 0.801 -4.735 0.107
H -0.181 1.861 -6.889 0.110
H 2.113 2.321 -7.297 0.118
H 3.842 1.527 -5.718 0.080
H 4.814 2.401 -3.647 0.065
H 5.264 1.935 -1.994 0.039
H 3.697 2.552 -2.221 0.047
H 5.463 0.034 -4.948 0.055
H 4.905 -1.515 -4.295 0.049
H 5.944 -0.535 -3.371 0.038
C -1.086 0.283 5.896 -0.034
C -1.019 0.865 4.487 -0.543
C -2.171 1.855 4.330 -0.041
C 0.301 1.593 4.316 -0.032
C -1.129 -0.272 3.438 -0.396
O -1.052 0.324 2.119 -0.051
C -2.487 -1.040 3.574 -0.115
C -3.120 -1.722 2.386 -0.136
C -3.545 -0.945 1.199 -0.238
C -4.044 0.344 1.293 -0.042
C -4.506 1.064 0.196 -0.067
C -4.420 0.506 -1.062 -0.673
Cl -5.091 1.258 -2.467 0.693
C -3.967 -0.811 -1.188 -0.114
C -3.556 -1.503 -0.078 -0.033
C 0.046 -1.268 3.514 -0.029
N 1.126 -0.965 2.607 -0.086
C 1.076 -0.751 1.299 -0.124
N 2.305 -0.497 0.829 -0.025
C 3.092 -0.564 1.965 -0.158
N 2.417 -0.853 3.059 0.140
H -1.116 1.081 6.660 0.106
H -0.226 -0.326 6.146 0.080
H -1.946 -0.369 6.030 0.084
H -2.038 2.747 4.972 0.104
H -3.117 1.446 4.631 0.069
H -2.204 2.206 3.264 0.104
H 0.355 2.329 5.132 0.102
H 0.390 2.174 3.412 0.085
H 1.159 0.932 4.308 0.066
H -1.952 0.491 1.805 0.061
H -3.205 -0.308 3.966 0.102
H -2.354 -1.783 4.390 0.137
H -3.941 -2.355 2.749 0.142
H -2.413 -2.485 2.025 0.121
H -4.138 0.776 2.250 0.103
H -4.903 2.050 0.308 0.110
H -4.099 -1.255 -2.123 0.089
H -3.177 -2.505 -0.265 0.123
H -0.378 -2.265 3.279 0.145
H 0.496 -1.299 4.519 0.135
H 0.169 -0.854 0.686 0.133
H 4.185 -0.421 1.930 0.131
Se 3.616 -5.565 -1.382 0.658
C 3.243 -3.901 -1.391 -1.007
N 2.978 -2.761 -1.369 -0.109
```

Its spin multiplicity is 5. The gap between HOMO and LUMO (spin up / spin down) is 8.03 / 7.20 eV. The charge is +1. Its expectation value of S² is 6.023. For the highest occupied orbital energy (spin up / spin down), the calculation gives -10.287 / -10.374 eV.

Version b
Computed, not measured: a structure of composition C27H38ClFeN4OP2Se, with ωB97M-V with the def2-TZVPD basis set.

XYZ file:
```
75
Properties=species:S:1:pos:R:3:lowdin_charge:R:1
Fe -0.403 -2.731 -1.791 0.526
C 3.119 -3.857 -0.935 -0.253
P 1.333 -4.047 -0.633 0.840
C 0.950 -5.816 -0.859 -0.251
C 1.140 -3.692 1.190 -0.345
C 2.033 -4.200 2.134 -0.087
C 1.776 -4.062 3.491 -0.051
C 0.618 -3.448 3.940 -0.051
C -0.295 -2.961 3.038 -0.119
C -0.078 -3.079 1.687 -0.330
P -1.297 -2.345 0.433 0.878
C -2.023 -0.802 1.138 -0.230
C -2.729 -3.501 0.455 -0.236
H 3.574 -4.870 -0.735 0.069
H 3.382 -3.090 -0.236 0.028
H 3.374 -3.587 -1.978 0.055
H 1.652 -6.493 -0.444 0.032
H 0.709 -5.941 -1.932 0.038
H -0.033 -6.070 -0.328 0.081
H 2.891 -4.754 1.782 0.108
H 2.512 -4.579 4.081 0.113
H 0.333 -3.439 4.986 0.122
H -1.128 -2.396 3.304 0.065
H -1.336 0.055 1.212 0.031
H -2.369 -0.907 2.161 0.029
H -2.878 -0.572 0.551 0.039
H -3.190 -3.488 1.476 0.078
H -2.435 -4.485 0.047 0.048
H -3.456 -3.167 -0.157 -0.004
C -0.525 5.462 -2.500 -0.015
C -1.010 4.238 -1.691 -0.536
C -1.883 4.634 -0.561 -0.060
C -1.874 3.306 -2.585 -0.029
C 0.125 3.324 -1.132 -0.508
O -0.392 2.252 -0.490 -0.015
C 1.037 4.077 -0.259 -0.134
C 1.888 3.415 0.823 -0.088
C 1.157 2.654 1.938 -0.243
C 0.201 3.282 2.684 -0.036
C -0.466 2.597 3.672 -0.075
C -0.205 1.232 3.824 -0.675
Cl -1.287 0.343 4.796 0.723
C 0.740 0.589 3.045 -0.099
C 1.431 1.333 2.114 -0.049
C 1.052 2.687 -2.257 0.050
N 0.582 1.281 -2.621 -0.062
C 0.496 0.198 -1.844 -0.122
N 0.168 -0.855 -2.588 -0.032
C 0.143 -0.336 -3.851 -0.191
N 0.342 0.942 -3.906 0.128
H -1.493 6.044 -2.720 0.122
H 0.066 5.145 -3.367 0.083
H 0.046 6.161 -1.874 0.085
H -2.830 5.008 -0.928 0.096
H -1.482 5.367 0.180 0.102
H -2.093 3.810 0.158 0.096
H -2.636 3.967 -3.078 0.106
H -2.404 2.540 -1.993 0.096
H -1.330 2.857 -3.402 0.060
H -0.790 2.478 0.353 0.093
H 0.506 4.901 0.142 0.095
H 1.737 4.612 -0.905 0.138
H 2.643 4.015 1.283 0.124
H 2.496 2.698 0.319 0.092
H 0.070 4.351 2.530 0.133
H -1.118 3.063 4.346 0.095
H 0.981 -0.442 3.132 0.091
H 2.148 0.860 1.453 0.120
H 2.043 2.556 -1.840 0.123
H 1.076 3.293 -3.153 0.124
H 0.729 0.041 -0.834 0.114
H -0.035 -1.048 -4.720 0.151
Se -2.495 -6.915 -3.316 0.611
C -1.863 -5.360 -2.912 -1.023
N -1.436 -4.336 -2.544 -0.082
```

Its spin multiplicity is 5. The gap between HOMO and LUMO (spin up / spin down) is 7.74 / 6.89 eV. The charge is +1. Its expectation value of S² is 6.018. For the highest occupied orbital energy (spin up / spin down), the calculation gives -10.137 / -10.157 eV.

The winner here is version a, beating the second structure by 1.315 eV.